{
  "formula": "H80O40",
  "method": "ωB97M-V/def2-TZVPD",
  "elements": ["O", "O", "O", "O", "O", "O", "O", "O", "O", "O", "O", "O", "O", "O", "O", "O", "O", "O", "O", "O", "O", "O", "O", "O", "O", "O", "O", "O", "O", "O", "O", "O", "O", "O", "O", "O", "O", "O", "O", "O", "H", "H", "H", "H", "H", "H", "H", "H", "H", "H", "H", "H", "H", "H", "H", "H", "H", "H", "H", "H", "H", "H", "H", "H", "H", "H", "H", "H", "H", "H", "H", "H", "H", "H", "H", "H", "H", "H", "H", "H", "H", "H", "H", "H", "H", "H", "H", "H", "H", "H", "H", "H", "H", "H", "H", "H", "H", "H", "H", "H", "H", "H", "H", "H", "H", "H", "H", "H", "H", "H", "H", "H", "H", "H", "H", "H", "H", "H", "H", "H"],
  "coordinates": [[0.241, 3.303, -4.307], [2.541, -0.343, 5.133], [-3.407, 3.554, 0.412], [5.488, 0.779, -0.555], [-3.639, -0.279, 3.926], [-0.812, -4.723, 1.311], [-2.458, 0.115, 0.590], [1.342, -3.134, 0.623], [-2.951, -3.472, -0.329], [0.569, -1.118, -6.347], [3.305, 1.375, 1.218], [1.480, -5.506, -2.486], [-1.564, -1.937, -1.855], [3.152, -1.749, -4.774], [-0.719, -1.701, 0.479], [-1.291, 3.899, 4.635], [2.643, 0.184, -2.740], [-5.788, -2.210, 2.746], [-1.837, 3.505, -3.744], [-1.255, 1.868, 2.251], [2.039, -6.156, 0.877], [-3.796, -2.355, -5.402], [-2.927, 1.930, 5.719], [-2.996, -2.409, 1.708], [-0.976, 1.200, -5.076], [1.241, 4.888, 2.064], [4.011, -4.101, -0.369], [0.060, 1.908, -2.208], [6.036, 0.994, 2.174], [4.375, 3.201, -3.924], [0.283, -2.615, 3.427], [-3.524, 1.334, -1.485], [-0.470, -0.781, 5.418], [-3.576, 0.168, -3.848], [0.741, -1.622, -2.940], [4.060, 1.949, 3.452], [1.593, 4.160, -0.375], [-5.854, 0.944, 1.959], [1.125, -0.598, 1.708], [3.793, 5.702, 0.888], [-1.618, 2.496, 1.659], [1.451, -5.881, 1.622], [-0.610, -2.058, 3.523], [-2.855, 1.538, -2.049], [1.728, -2.272, 1.127], [-3.537, -0.032, -4.801], [-0.597, -1.548, 5.968], [4.491, -4.241, -1.230], [0.955, -6.184, -2.427], [-1.220, 0.699, -4.278], [-3.084, 4.142, -0.418], [-3.326, 2.525, 0.074], [-0.005, 3.665, -3.453], [-0.265, -1.482, -2.883], [-3.251, -1.624, 2.413], [-2.778, 2.885, 5.590], [-5.894, -1.436, 3.022], [0.047, -4.354, 0.880], [-3.806, 1.910, 5.219], [-3.774, -3.050, -0.256], [2.255, 4.109, -0.871], [0.888, -1.157, 2.336], [-2.615, -3.879, 0.511], [1.921, -0.949, 4.686], [2.127, 4.683, 1.634], [-0.323, 1.839, -3.133], [1.269, 3.343, -4.053], [2.597, -1.967, -3.964], [-2.271, -2.553, -1.682], [-1.186, -5.625, 0.750], [-1.915, -1.149, -1.362], [1.973, 0.527, 5.064], [-4.892, -2.337, 3.052], [2.971, 6.010, 0.524], [3.409, 5.100, 1.584], [0.437, 0.085, 1.908], [5.564, 1.901, 2.234], [4.080, 2.367, -3.331], [-2.896, -2.735, -5.079], [0.923, 4.357, -1.043], [-4.406, 1.297, -1.783], [-0.941, -2.558, 1.118], [0.702, 1.218, -2.139], [3.421, -3.438, -0.619], [3.658, 0.474, 1.105], [5.812, 0.158, 0.249], [1.588, -2.631, -0.181], [2.036, -5.375, -1.730], [5.700, 0.182, 2.494], [-3.676, -0.756, -3.615], [0.719, -2.046, -6.132], [-0.298, 0.561, -5.187], [-0.268, -3.336, 2.715], [0.981, -2.238, -2.199], [-2.812, 3.657, -3.879], [-2.549, 0.771, -0.094], [2.376, -0.699, -2.565], [4.647, 2.264, 4.187], [4.509, 3.854, -3.166], [2.406, 1.184, 1.772], [-3.891, 0.587, 3.320], [-1.479, 4.279, 3.730], [0.003, -2.234, -0.170], [-1.101, 3.125, 4.120], [3.303, 2.591, 3.141], [0.860, -0.685, -5.563], [2.641, -5.467, 0.413], [-2.692, -0.307, 4.178], [-1.576, -0.302, 0.386], [3.006, 0.681, -2.116], [-5.167, 1.074, 1.385], [0.680, 4.542, 1.328], [3.457, -0.869, -4.512], [-2.484, -1.824, 1.032], [-5.675, -0.126, 2.028], [-1.483, 3.602, -4.654], [-1.218, -0.052, 5.634], [6.107, 1.396, -0.204], [-4.260, -2.436, -4.516], [-1.233, 0.992, 2.002]],
  "forces_ev_per_a": [[6.369, 1.235, 0.875], [-2.221, 2.229, -0.710], [1.645, -1.587, -3.373], [0.927, -3.221, 2.456], [-0.845, 2.120, -2.316], [-0.082, -2.608, -2.749], [1.151, -0.609, 0.173], [3.148, 3.484, 0.325], [2.019, -2.468, -1.412], [-0.748, -0.639, -0.731], [-3.788, -1.067, 1.002], [4.214, 6.638, -1.646], [-0.658, 2.307, -0.839], [-0.922, -0.308, 1.895], [1.897, -5.669, -0.042], [-0.579, 1.117, -2.402], [-2.001, -1.063, -5.347], [1.662, -9.655, -3.630], [-3.644, 0.732, -0.635], [1.532, 2.539, 3.437], [0.524, 0.554, -0.876], [1.739, -1.142, 3.033], [-2.300, 0.608, -1.349], [0.375, 5.012, 2.541], [-0.865, -0.990, 1.367], [0.855, -0.878, -1.164], [1.932, -1.925, -1.194], [-1.735, 0.106, -0.476], [2.200, 2.895, -1.639], [-1.078, -1.598, 4.004], [-5.835, -1.451, -3.311], [-1.093, -0.694, 4.704], [-2.569, 3.211, -0.409], [0.001, -0.616, -1.072], [-0.484, -0.531, 0.771], [-1.224, 1.966, 0.433], [-8.990, 0.879, 4.837], [-1.417, -5.179, 2.657], [1.331, 5.830, -3.288], [-0.220, -1.380, 1.326], [-0.797, 0.247, -1.486], [1.302, 0.496, -1.141], [2.910, -1.230, 0.514], [2.236, 1.006, -3.539], [-1.643, -2.782, -0.087], [0.124, 0.882, -0.103], [-0.344, -0.243, 0.574], [-0.306, -0.107, 1.341], [-4.274, -5.999, 1.066], [-1.653, 0.816, 0.206], [-1.135, -2.380, 2.799], [-0.458, 4.118, 0.588], [-0.757, 0.160, 0.042], [1.710, -0.809, 0.401], [0.883, -2.664, -2.163], [0.898, -0.185, 0.300], [-2.446, 10.359, 4.107], [-1.892, -1.490, 0.431], [1.587, -0.697, 1.186], [-1.654, 0.393, 1.152], [9.578, -1.020, -6.050], [-1.382, -4.913, 4.915], [-1.000, 0.859, -1.009], [0.403, 0.023, 0.401], [-2.546, 0.121, 0.967], [0.871, 0.328, 1.232], [-2.737, -0.456, -1.800], [0.792, 0.038, -1.930], [-0.214, -1.199, 0.396], [2.107, 4.029, 2.288], [0.653, -0.916, -0.646], [1.877, -2.391, 0.386], [0.434, -0.874, -0.089], [-0.534, 0.697, -0.609], [1.895, 1.160, -0.790], [1.124, -0.301, -0.979], [-0.047, -3.435, 0.499], [1.092, 2.538, -2.343], [-1.896, 0.923, -1.356], [-0.564, -0.162, 0.417], [-1.002, 0.085, -1.382], [0.627, 3.314, -2.349], [0.849, -0.806, -0.081], [-1.567, 1.832, -0.259], [-0.129, 0.721, 0.062], [-1.630, 1.225, -2.591], [-0.189, -1.204, -0.574], [0.077, -0.603, 0.696], [-1.514, -0.103, 1.105], [0.030, -0.146, 0.990], [0.145, 0.073, -0.151], [1.726, -0.480, -1.972], [2.794, 2.303, 3.170], [-1.069, 0.572, -1.298], [1.289, -0.211, 0.415], [-0.580, 0.348, -0.573], [-0.366, -0.473, 0.941], [-1.503, 0.256, -0.752], [-0.030, -0.963, -1.646], [3.315, 0.424, -2.090], [1.536, -3.109, 2.368], [-0.174, 1.383, 1.635], [-3.655, 2.568, 2.711], [0.789, -2.415, 0.703], [2.679, -1.452, 1.592], [0.959, 0.341, 0.862], [-1.649, -1.036, 2.098], [-0.770, 0.785, -0.412], [-0.823, 0.147, 0.432], [2.582, 2.410, 4.831], [2.871, 1.421, -2.736], [0.549, 0.427, 1.064], [0.149, 0.034, -0.301], [-1.764, -1.472, 1.458], [-1.191, 3.803, -0.244], [-0.187, -0.308, 0.735], [2.559, -2.581, -0.174], [0.682, 2.002, -0.261], [0.113, 0.022, -1.704], [-0.945, -2.258, -1.631]],
  "mulliken_charge": [-0.6933, -0.6667, -0.7114, -0.5716, -0.5911, -0.7795, 0.0051, -0.2889, -0.6558, -0.6279, -0.2561, -0.5632, -0.6201, -0.6437, 0.6863, -0.7169, -0.3849, -0.5595, -0.5987, 0.0455, -0.6576, -0.6634, -0.5996, -0.8011, -0.5123, -0.5785, -0.6143, -0.0357, -0.6612, -0.6331, -0.7117, -0.4216, -0.5318, -0.5306, -0.1686, -0.5604, -0.3934, -0.6757, -0.0620, -0.6055, 0.0884, 0.3200, 0.3331, 0.1532, 0.4220, 0.3878, 0.2776, 0.3526, 0.2527, 0.0780, 0.3192, 0.3741, 0.3614, 0.1671, 0.2533, 0.3415, 0.3241, 0.2626, 0.2889, 0.2677, 0.1602, 0.3944, 0.2657, 0.2614, 0.1221, 0.2150, 0.3149, 0.3142, 0.2480, 0.3683, 0.1378, 0.3196, 0.3073, 0.3734, 0.3255, -0.2393, 0.3949, 0.3041, 0.3429, 0.1850, 0.1663, -0.4764, 0.0502, 0.2453, 0.0861, 0.3052, -0.1092, 0.2936, 0.2781, 0.1206, 0.3478, 0.2310, 0.4421, 0.0911, 0.2571, 0.0701, 0.0655, 0.2607, 0.3241, 0.2239, 0.2940, 0.3185, 0.2642, 0.3172, 0.2976, 0.3646, 0.3323, 0.2046, -0.0725, 0.1971, 0.2417, 0.3972, 0.3550, 0.5025, 0.3291, 0.3149, 0.2611, 0.3020, 0.3182, 0.0569],
  "energy_ev": -83185.35542,
  "homo_ev": -10.775,
  "max_force_ev_per_a": 11.4,
  "gap_ha": 0.3491,
  "charge": 0,
  "de_lowest_kcal_mol": 471.8
}